14
Properties=species:S:1:pos:R:3 method="wB97M-V/def2-TZVPD" smiles="C1=COCCC1" e_lumo_ev=1.098 de_lowest_kcal_mol=24.17 e_tot_ev=-7361.20712 spin_multiplicity=1 homo_energy_ev=-8.65 homo_lumo_gap_ev=9.75
O -1.2529 0.6766 0.8568
C 0.5576 -0.2750 -1.0880
C -0.7539 -0.9484 -0.7838
C 0.1098 0.5996 1.2731
C 1.0955 0.5549 0.1038
C -1.6022 -0.3867 0.0739
H 0.3773 0.4152 -1.9231
H -2.6279 -0.7096 0.2320
H -1.0419 -1.8423 -1.3270
H 1.2949 -0.9947 -1.4575
H 2.0435 0.1449 0.4727
H 0.2826 1.4832 1.8925
H 0.2182 -0.2941 1.9040
H 1.2996 1.5765 -0.2293

---

96
Properties=species:S:1:pos:R:3 method="wB97M-V/def2-TZVPD" smiles=CC(C)O.CC(C)O.CC(C)O.CC(C)O.CC(C)O.CC(C)O.CO.CO.CO.CO e_lumo_ev=0.021 de_lowest_kcal_mol=166.15 e_tot_ev=-44318.38009 spin_multiplicity=1 homo_energy_ev=-8.95 homo_lumo_gap_ev=8.97
O -0.9805 -0.1508 2.8806
O 1.1815 -1.6608 3.7186
O 1.3965 -0.3138 -4.8764
O 3.8175 -4.2028 -1.6994
O 0.1865 3.1972 0.6526
O -3.5935 -0.4788 -2.0774
O -3.9095 -1.9618 0.1756
O 0.1525 -3.2868 -1.2594
O -0.2405 -1.2918 0.4806
O 0.9505 2.3712 -1.8864
C -2.4055 -0.0428 -1.8754
C -1.7915 4.1262 1.3506
C 2.0345 -2.1268 2.9596
C -0.9955 1.0842 2.9606
C 2.7935 -3.0858 3.8546
C -3.6165 -1.3778 1.2306
C 3.3605 -3.4258 -0.6324
C 2.5935 -0.7608 -2.9494
C 2.9605 -1.0888 2.3636
C -2.1705 1.6932 3.7786
C -1.5175 0.0762 -3.1674
C -0.7545 3.9922 0.2926
C -3.3725 -2.5088 2.2796
C 3.4245 0.8372 -4.7124
C 0.6665 -0.3498 -0.0514
C -1.1175 -3.5268 -1.7754
C -4.5785 -0.3378 1.6846
C 2.5785 -0.4318 -4.5024
C -2.5015 1.1462 -0.9474
C 0.3535 1.4062 3.5226
C 2.2585 2.8562 -1.5674
C -0.0715 5.3232 -0.0864
H 0.7505 5.1772 -0.7744
H -0.1825 -2.0168 -0.1384
H -4.2665 -2.8588 2.7486
H -1.1785 3.5782 -0.6274
H -3.0175 1.8792 3.0936
H -1.1635 -3.0048 -2.7504
H 3.5335 -0.5398 3.0926
H -2.9725 0.9502 0.0386
H -0.8125 6.0372 -0.4174
H 2.8245 1.7372 -4.5344
H -2.6165 -0.8968 1.0266
H -2.0315 -0.9118 -1.2444
H -2.4785 0.9562 4.5056
H 0.5395 -1.0558 3.2446
H 4.0045 -3.5798 0.1656
H -0.8275 -0.4068 1.9446
H -2.9125 2.0272 -1.4074
H 3.3095 -2.5678 4.6766
H -1.8495 0.7842 -3.8864
H -5.4775 -0.8208 1.9616
H -0.5515 0.4392 -2.8434
H -2.3185 5.0832 1.3216
H 3.6285 -1.6028 1.6066
H 2.9735 2.6712 -2.3814
H 2.4575 -0.3378 1.8126
H -1.4755 -0.9058 -3.5834
H 2.3585 0.0792 -2.2944
H -3.6385 -1.4788 -0.5604
H 0.3745 -0.0878 -1.0144
H 3.5605 -3.5698 3.2106
H -1.4585 4.0072 2.3446
H 1.5435 -2.8008 2.1766
H -2.6855 -2.2958 3.0856
H 0.4625 2.5022 3.4936
H 2.2995 -3.9258 4.2986
H 1.6725 -0.7188 -0.1154
H 3.4315 -2.3568 -0.7884
H 0.7025 0.4992 0.5776
H 4.3475 0.9382 -4.1684
H -1.1665 -4.5638 -2.0604
H 3.5745 -1.0978 -2.5444
H 0.4695 1.1892 4.5496
H -2.9505 -3.3808 1.7986
H 2.7505 2.4462 -0.7024
H -1.0175 1.5202 1.9596
H 2.1135 3.9402 -1.7284
H 1.9045 -1.6278 -2.7874
H 0.7735 2.9692 -0.0894
H 0.7435 -3.7648 -1.8744
H 3.1715 -4.0988 -2.4134
H 3.5745 0.8502 -5.7984
H 1.1865 1.0412 2.9756
H 3.0995 -1.2498 -4.9874
H -1.9035 -3.2298 -1.1394
H 2.3145 -3.5928 -0.2634
H -4.9155 0.4542 0.9616
H 0.3895 5.8342 0.7266
H 1.3945 -0.0618 -5.8184
H -2.5255 3.3252 1.2386
H -4.1725 0.1742 2.5596
H -1.8615 2.5522 4.3546
H 0.7975 2.4292 -2.8494
H -1.5065 1.4372 -0.6264
H -4.1935 0.1992 -2.4594

---

94
Properties=species:S:1:pos:R:3 method="wB97M-V/def2-TZVPD" e_lumo_ev="-5.621 / -7.032" de_lowest_kcal_mol=92.35 e_tot_ev=-171470.98801 spin_multiplicity=5 total_charge=+2 homo_energy_ev="-12.30 / -13.84" s_squared=6.05 homo_lumo_gap_ev="6.68 / 6.81"
Os -0.2536 0.4659 -0.9556
Br 0.9289 1.1055 2.3513
S -0.4748 -1.6935 -2.5843
S 0.4642 -3.7969 -0.4890
P 2.0991 0.1355 -0.9909
P -1.9687 1.3707 0.5017
Si 0.2630 2.7698 -1.3501
O 0.3107 -4.0381 -3.0898
N -0.4993 -0.7356 0.8487
C -5.4638 2.9451 -0.7682
C 3.4533 -2.9157 -4.1307
C -3.3039 -1.9214 2.1583
C 2.3523 -0.8624 -3.5523
C -1.7341 -0.1718 1.5266
C 2.9097 1.6849 -1.4650
C -3.7366 1.6650 0.3131
C 2.1238 2.8385 -1.5860
C -4.1284 2.6061 -0.6408
C -1.3889 4.8430 2.5299
C 4.1031 4.0368 -2.3224
C 2.6447 -1.0872 -2.2059
C 4.5056 -0.3880 2.2624
C 3.9287 0.0477 1.0583
C 3.8583 -1.3868 3.0299
C -0.5484 -3.6773 2.0525
C -4.6882 1.0713 1.1385
C 2.7325 -0.4275 0.6022
C -1.5976 -0.5460 3.0358
C 2.7500 4.0108 -2.0255
C 0.7348 -5.4095 -2.8879
C 4.2641 1.6998 -1.8050
C 3.7469 -3.1429 -2.7945
C -0.4280 5.4758 1.7476
C -0.3527 3.5751 0.2402
C 2.6580 -1.8766 2.6563
C -1.3353 -1.9113 0.3739
C 2.7589 -1.7720 -4.5113
C -1.3170 2.9578 1.0494
C -1.8448 3.5868 2.1753
C -6.0249 1.4240 1.0108
C -0.2872 -2.8493 3.0643
C -0.9274 -3.3059 0.6467
C -2.7774 -1.4444 3.2800
C -0.5442 3.5966 -2.8010
C -4.4320 -2.8851 2.0048
C 0.0758 4.8524 0.6156
C 3.3420 -2.2303 -1.8269
C 0.0478 -3.2008 -2.1224
C -2.6265 -1.3064 0.9635
C 1.9087 -1.3870 1.4471
C -0.2084 -1.3276 3.1017
C 4.8616 2.8770 -2.2179
C 0.5482 -0.7824 1.8860
C -6.4117 2.3537 0.0584
H 4.5639 4.9537 -2.6644
H -4.4021 0.3593 1.8997
H 2.1912 -2.6587 3.2377
H 5.4549 0.0161 2.5806
H 4.3105 -4.0197 -2.5035
H -4.8263 -3.1929 2.9707
H 0.3156 -1.0403 4.0102
H -4.1164 -3.7824 1.4669
H -5.2429 -2.4402 1.4228
H 2.1715 4.9169 -2.1622
H -0.1101 -3.3230 4.0239
H 1.8192 0.0335 -3.8535
H -7.4541 2.6245 -0.0376
H -0.5416 -4.7421 2.2557
H 4.3392 -1.7706 3.9194
H -1.6252 3.4558 -2.8042
H 3.5947 -2.4008 -0.7878
H -0.3504 4.6716 -2.7471
H 1.7764 -5.4181 -2.5727
H 0.1022 -5.9019 -2.1546
H -1.7703 -3.9224 0.3220
H -5.7667 3.6733 -1.5075
H -1.5593 0.3085 3.7071
H -0.0804 6.4634 2.0189
H 4.4618 0.7912 0.4825
H 2.5367 -1.5939 -5.5543
H -1.3830 -1.8357 -0.7060
H -0.1426 3.2277 -3.7450
H -3.0913 -1.7231 4.2770
H 1.6500 -2.2559 0.8323
H 4.8482 0.7870 -1.7739
H 3.7772 -3.6232 -4.8821
H 0.6286 -5.8698 -3.8638
H 0.8179 5.3720 0.0207
H -3.3305 -1.0361 0.1767
H 5.9120 2.8883 -2.4752
H -3.3910 3.0832 -1.2756
H -1.7873 5.3354 3.4064
H -6.7626 0.9731 1.6604
H -2.6085 3.1007 2.7721

---

174
Properties=species:S:1:pos:R:3 method="wB97M-V/def2-TZVPD" e_lumo_ev="0.171 / -1.233" e_tot_ev=-205299.09738 spin_multiplicity=6 homo_energy_ev="-10.29 / -10.31" s_squared=8.76 homo_lumo_gap_ev="10.46 / 9.07"
Fe 8.3138 10.6660 18.9115
F 16.3856 9.8635 18.3070
F 5.2825 8.8377 22.3506
F 18.3326 6.3354 14.4827
F 10.2385 5.7563 14.4582
F 13.5073 14.8987 15.1003
F 12.7968 8.4955 21.9364
F 10.9885 8.3439 8.9097
F 15.7152 3.0286 19.8764
O 14.1816 4.8678 18.5158
O 13.2721 10.9348 14.0256
O 10.5275 8.1444 11.0852
O 13.8934 6.3718 12.1809
O 12.3440 14.3055 13.2562
O 6.9731 9.1194 18.4726
O 15.2040 6.7798 19.2022
O 9.9840 11.3534 17.7958
O 14.1743 11.8449 20.8262
O 9.1047 6.5630 17.3058
O 8.6309 9.3738 11.1396
O 14.4697 6.7812 10.2086
O 10.0690 1.6676 22.2465
O 15.0669 12.3507 18.9283
O 20.6862 10.1238 19.5571
O 6.9835 6.3458 22.7074
O 12.5883 5.5522 10.4716
O 10.4475 13.9120 14.2016
O 6.6534 12.6410 13.8807
O 7.0652 10.7805 17.2039
O 14.6238 9.1488 14.6211
O 11.2761 3.4960 21.5956
O 8.2269 13.0953 18.6439
O 16.5945 5.2271 14.2914
O 11.4136 5.6937 24.6035
O 11.4154 6.7624 22.5372
O 18.7723 10.2780 20.8113
O 8.7000 10.8539 20.9049
O 15.6078 3.4495 15.3693
O 6.8441 11.4395 20.2512
O 9.2531 15.2110 18.3953
O 16.0664 5.3478 16.4499
O 10.8222 13.0487 12.1049
O 14.8061 4.9768 20.6347
O 6.3339 7.5117 20.9439
O 4.4485 12.8233 13.7378
O 9.9323 9.5354 18.6494
O 11.0185 7.9487 24.2688
O 12.4626 1.6652 22.2897
O 7.4740 14.7636 17.2916
O 8.9544 4.4899 18.1990
O 9.0416 4.7950 15.9777
O 5.3488 10.7212 13.6276
O 8.4856 6.7447 20.9522
O 15.4626 11.1810 14.0009
O 12.8866 12.8426 19.2953
O 9.5550 8.6386 13.1625
O 18.6053 9.8947 18.6263
C 6.4768 9.7313 17.4661
C 13.1586 5.9685 13.3307
C 9.0790 5.8963 15.1114
C 9.6537 8.7757 11.9126
C 13.1176 11.5145 21.6822
C 13.5544 6.1716 10.9006
C 12.5742 0.3230 22.7791
C 17.4233 10.0080 20.5598
C 7.3757 6.8051 21.5318
C 19.4611 10.1139 19.6337
C 15.2894 12.9314 17.6241
C 5.3582 9.1034 16.6267
C 5.6339 6.6507 22.8628
C 9.0244 5.2001 17.2166
C 5.2933 7.6847 21.7930
C 11.4910 8.1233 22.0413
C 14.4962 6.9668 8.7538
C 3.2975 12.4427 14.4967
C 5.4583 11.9185 13.7056
C 10.0170 8.1195 9.8114
C 15.2448 12.5879 13.6395
C 10.8199 8.8661 23.1697
C 6.2280 14.1676 16.7712
C 13.7148 3.6902 19.1649
C 16.6871 6.6438 16.1022
C 11.1727 13.7194 13.1180
C 14.7685 5.6486 19.4337
C 12.3664 15.1274 14.4415
C 17.3874 9.3859 19.1134
C 11.1514 2.2112 22.1291
C 10.5798 10.3222 17.9536
C 10.2567 14.9528 19.3700
C 11.9608 9.9539 17.4238
C 10.1070 4.1181 21.1786
C 9.1977 9.4063 9.8213
C 7.8910 11.9920 13.8696
C 7.3496 11.9279 22.6241
C 11.2696 6.7063 23.8947
C 7.6579 11.3766 21.2439
C 12.1190 10.1229 14.0698
C 14.4545 10.3085 14.2498
C 16.0861 4.5620 15.3511
C 17.0365 6.4716 14.6928
C 13.9703 12.4468 19.7016
C 9.1513 7.2489 15.9884
C 8.2838 14.2255 18.1694
C 11.3271 14.4017 15.2197
C 14.5777 3.6036 20.2984
H 5.4358 14.9056 16.8970
H 15.9878 7.4320 16.3813
H 12.1476 9.5490 13.1436
H 9.8238 14.8608 20.3661
H 9.6398 4.5726 22.0523
H 2.9535 11.4155 14.3753
H 13.4056 10.7217 22.3725
H 6.2665 14.1329 15.6825
H 12.3084 10.6771 16.6861
H 10.9850 9.9403 23.2523
H 10.7241 14.0011 19.1173
H 6.3868 12.4386 22.6044
H 16.7025 7.2438 13.9998
H 12.4020 -0.2613 21.8752
H 8.3220 7.9467 15.8728
H 4.6118 9.8284 16.3019
H 3.5178 12.5851 15.5546
H 12.6457 9.8769 18.2683
H 16.8518 9.3952 21.2568
H 17.3854 8.2966 19.0722
H 13.5536 7.2770 8.3027
H 10.9678 15.7512 19.1575
H 2.5729 13.1952 14.1855
H 8.5558 12.8226 13.6321
H 12.3236 6.6681 13.3679
H 14.3977 12.8051 12.9888
H 11.0350 8.1562 21.0518
H 14.4234 12.8358 16.9691
H 10.8030 14.9966 15.9677
H 16.1580 12.9831 13.1946
H 4.9820 5.7781 22.9045
H 7.3514 11.0796 23.3086
H 12.6897 3.6918 19.5355
H 11.7837 0.1775 23.5155
H 12.8694 4.9330 13.1516
H 13.9077 6.0676 14.1164
H 4.8687 8.3893 17.2888
H 4.3601 7.5442 21.2477
H 5.9866 13.1247 16.9765
H 11.1471 10.6154 14.1009
H 17.6238 6.8072 16.6351
H 11.8036 8.9644 16.9944
H 8.0087 11.2682 13.0631
H 12.1692 16.1652 14.1731
H 15.2429 13.0262 14.6375
H 8.1608 11.5211 14.8149
H 15.8480 12.2182 17.0179
H 9.3752 3.6245 20.5390
H 14.1341 3.0161 21.1022
H 5.8556 8.5296 15.8447
H 13.5066 0.1554 23.3181
H 13.0675 12.3623 22.3654
H 14.7207 6.0787 8.1631
H 10.1197 7.7162 15.8096
H 15.3138 7.6616 8.5616
H 9.7586 8.9735 22.9456
H 9.9015 10.2230 9.6608
H 8.1635 5.9100 14.5199
H 8.3802 9.3650 9.1014
H 11.6049 13.4631 15.6993
H 5.4984 7.0726 23.8587
H 12.0038 9.4798 14.9423
H 13.6592 2.8286 18.4996
H 15.7457 13.9206 17.5870
H 12.1989 11.1339 21.2359
H 16.9131 10.9410 20.3204
H 9.5082 7.1968 9.5326
H 10.4498 4.9442 20.5556
H 8.1328 12.5166 23.1016

---

14
Properties=species:S:1:pos:R:3 method="wB97M-V/def2-TZVPD" smiles="NC(=O)C[C@H]1CO1" e_lumo_ev=0.874 de_lowest_kcal_mol=47.65 e_tot_ev=-9845.21329 spin_multiplicity=1 homo_energy_ev=-9.83 homo_lumo_gap_ev=10.70
O -0.7096 -1.4642 -1.5002
O 1.4325 0.5657 0.7263
N -0.2734 0.8752 2.1535
C 0.6285 -1.5934 -1.0370
C -0.6465 0.8213 -0.3098
C 0.2465 0.7896 0.8988
C -0.0032 -0.2674 -1.2596
H 0.3145 0.4763 2.8684
H 0.4049 0.2320 -2.1372
H -1.2359 1.0684 2.3715
H -0.5461 1.7776 -0.8420
H 1.3139 -1.9779 -1.8073
H -1.7227 0.7563 -0.0608
H 0.7964 -2.0594 -0.0644

---

100
Properties=species:S:1:pos:R:3 method="wB97M-V/def2-TZVPD" e_lumo_ev="-1.430 / -1.430" de_lowest_kcal_mol=0.00 e_tot_ev=-93089.84226 spin_multiplicity=2 homo_energy_ev="-8.79 / -9.20" s_squared=0.75 homo_lumo_gap_ev="7.36 / 7.77"
S 2.0505 -2.7107 2.9035
S -0.5355 -3.0923 4.2287
P 7.2019 -1.4763 0.3807
P 0.1266 4.6098 -2.3568
O -7.0499 -1.1482 -0.6974
O 0.7571 6.1160 -2.5490
O -0.8024 4.8358 -1.2229
O 0.4795 4.2329 -3.8972
O 6.7764 0.1090 0.4221
O 5.9827 -1.8080 -0.6406
O 1.4087 3.8426 -1.7382
O 8.3325 -1.4367 -0.7783
O 7.9359 -1.6084 1.6622
N -6.6203 -1.8751 0.2778
N -0.7110 0.2547 0.7839
N -0.0124 -1.0409 2.4435
C 0.5742 7.8471 -0.8764
C 1.2991 1.4976 -2.3893
C 4.6347 -1.7715 -0.1163
C -5.1399 0.1839 0.5004
C -0.3282 -0.9501 1.1151
C -6.0414 -3.1342 -0.2344
C -4.8651 -2.9669 -1.2047
C 9.1082 -2.6112 -1.0321
C -4.5707 -3.4257 1.7686
C 0.5655 5.8393 -5.7031
C 0.4564 -2.1699 3.1426
C 8.3626 -3.5943 -1.9168
C 3.8930 -0.5877 -0.6948
C 7.7866 1.7110 1.9203
C -5.7468 -4.0355 0.9713
C -0.6331 0.9934 1.9442
C 0.0181 7.2757 -2.1625
C -4.5499 -1.8654 1.8226
C -2.0112 -3.3339 3.1926
C -7.1769 -3.8393 -1.0296
C 1.2471 2.5034 -1.2542
C -5.7258 -1.0883 1.1646
C -0.2997 4.8582 -4.9440
C -0.2106 0.2151 2.9858
C -6.6266 -0.5492 2.3272
C 6.6103 0.7940 1.6658
C -3.2698 -3.5790 4.0168
C -4.4934 -4.0152 3.1847
H 4.1456 -2.6977 -0.4202
H 7.6712 2.2384 2.8687
H -1.1865 5.3490 -4.5350
H -3.6700 -3.7303 1.2268
H -4.1372 -3.7803 -1.1253
H 2.8260 -0.6588 -0.4766
H -2.1060 -2.4177 2.6055
H -4.4702 -1.5122 2.8536
H -1.0447 7.0536 -2.0662
H 0.5317 7.1117 -0.0729
H -4.8080 0.0171 -0.5234
H 2.1959 1.6454 -2.9921
H 8.0030 -3.1008 -2.8195
H -3.0441 -4.3681 4.7439
H 6.4740 0.0922 2.4886
H -6.8203 -4.8549 -1.2223
H -6.1829 0.3652 2.7234
H -0.0471 0.4545 4.0225
H 2.0641 2.3163 -0.5570
H 5.6932 1.3847 1.5872
H -6.6066 -1.2925 3.1300
H -5.8246 1.0248 0.5940
H -5.4008 -3.7691 3.7462
H 7.8738 2.4456 1.1186
H 1.5250 5.3891 -5.9580
H 10.0193 -2.2819 -1.5304
H -3.4805 -2.6962 4.6281
H -4.3005 -2.0430 -1.0573
H -6.6316 -4.0906 1.6117
H 4.0381 -0.5309 -1.7738
H -5.2092 -2.9613 -2.2391
H 4.2616 0.3480 -0.2761
H -7.6392 -0.3813 1.9633
H -0.2471 -1.7980 0.4502
H 0.7788 6.7207 -5.1004
H 0.3099 2.4105 -0.7007
H -1.8656 -4.1270 2.4524
H -4.2515 0.4648 1.0763
H -7.4037 -3.3079 -1.9477
H -0.6353 4.0654 -5.6131
H 7.4905 -4.0007 -1.4007
H 1.2942 0.4796 -1.9993
H 1.6225 8.1201 -1.0059
H 0.4402 1.6139 -3.0532
H -4.4557 -5.1093 3.1136
H 9.3986 -3.0808 -0.0879
H -3.6254 -1.5299 1.3427
H 0.0157 8.7333 -0.5701
H 0.0664 6.1658 -6.6162
H 9.0111 -4.4249 -2.1990
H -5.4354 -5.0119 0.5981
H -0.8604 2.0463 2.0101
H 4.6384 -1.7366 0.9767
H 8.7207 1.1497 1.9435
H 0.1253 8.0083 -2.9676
H -8.0318 -3.9243 -0.3552